This record from the OMol25 dataset describes a structure of composition C9H5Cl2I2O2ReS3. The level of theory is the ωB97M-V functional and the def2-TZVPD basis.

```
24
Properties=species:S:1:pos:R:3:forces:R:3
Cl -1.750 3.986 1.135 0.0 -0.1 0.0
H -1.248 -2.695 0.753 0.0 -0.1 0.0
C -1.171 -0.757 -0.104 0.0 -0.3 0.1
Cl -4.925 0.436 -0.902 0.2 0.0 0.1
I 4.321 -1.931 0.218 0.0 -0.1 -0.1
C -2.571 -0.618 -0.268 -0.2 -0.1 0.0
H -3.631 2.590 -0.105 0.0 0.0 0.0
C -1.686 2.376 0.478 -0.2 0.1 0.1
O 0.523 2.084 1.300 0.0 0.0 0.1
H 4.277 -1.427 2.844 0.0 0.0 0.0
S 2.231 -1.192 -2.773 -0.1 0.0 -0.4
C -3.239 0.550 -0.438 -0.1 0.0 0.0
C -2.822 1.870 -0.073 -0.1 0.1 0.0
I 2.774 0.581 1.817 0.0 0.2 0.2
C 4.418 -0.762 1.999 0.0 -0.1 0.0
C -0.579 -1.906 0.399 -0.1 0.1 0.0
C -0.385 1.768 0.580 0.2 0.0 -0.2
S -0.253 -0.208 -4.365 -0.5 0.2 -0.4
H 5.366 -0.238 2.035 0.0 0.0 0.0
S -0.107 0.471 -0.750 0.3 0.4 0.0
Re 2.001 -0.649 -0.433 -0.2 0.0 0.1
O 0.672 -2.119 0.480 0.0 0.1 0.0
C 0.946 -0.680 -3.587 0.7 -0.3 0.6
H -3.160 -1.530 -0.240 0.0 0.0 -0.1
```
Forces are in eV/Å.

2S+1: 4
Charge: +1
Energy above the lowest of the compared OMol25 structures with the same formula, charge and spin: 59.60 kcal per mole

=====

This record from the OMol25 dataset describes the molecule C5H7NO at a distorted geometry. The level of theory is the ωB97M-V functional and the def2-TZVPD basis.

```
14
Properties=species:S:1:pos:R:3:forces:R:3
H -0.838 -0.812 1.994 -0.1 0.3 0.4
C 0.218 1.558 -0.440 -0.1 0.3 0.0
H 0.707 2.243 0.260 0.1 -0.2 -0.1
C -0.839 0.700 0.244 0.2 0.0 0.0
H 2.018 -2.334 -0.300 -0.6 0.0 0.0
H -1.749 1.183 0.611 0.1 -0.3 -0.4
N 1.615 -1.842 0.493 -0.5 0.5 -0.1
O 1.134 0.649 -0.990 0.0 0.4 -0.6
H -0.227 2.136 -1.260 -0.2 0.2 0.3
H 0.490 -0.056 -1.284 1.1 0.5 -0.3
H -1.849 -1.191 -0.499 0.6 -0.3 0.0
C -0.377 -0.419 1.109 0.1 0.0 0.8
C -0.900 -0.684 -0.327 0.1 -0.6 0.4
C 0.596 -1.132 0.389 -0.8 -0.8 -0.2
```
Forces are in eV/Å.

Energy above the lowest of the compared OMol25 structures with the same formula, charge and spin: 102.37 kcal per mole

=====

This record from the OMol25 dataset describes a cluster of 2 separate species, C6H9NO2 in total at a distorted geometry. The level of theory is the ωB97M-V functional and the def2-TZVPD basis.

```
18
Properties=species:S:1:pos:R:3:forces:R:3
H 2.004 0.957 1.773 -3.0 -2.6 0.3
H -2.197 0.831 -1.335 1.2 0.3 0.9
H 0.890 -0.481 -3.279 0.2 1.5 1.4
C 0.411 0.382 -2.705 -2.9 0.4 -6.2
C -1.236 0.740 -0.757 -0.1 -2.0 0.7
C -1.970 -0.109 1.797 0.1 -1.1 1.3
H -2.063 -1.317 1.753 1.2 2.5 0.6
H -3.008 0.002 1.599 -1.0 1.3 0.3
H 0.592 1.428 -3.017 1.3 -0.6 -0.1
O 0.719 -0.191 1.960 1.6 2.0 -0.4
C 0.000 0.327 -1.379 1.3 -3.0 6.6
N 0.011 -0.183 0.795 8.0 -2.3 3.4
H -0.631 0.365 -3.299 1.7 -0.2 0.8
O 2.052 -0.819 -0.157 0.0 0.6 -0.4
H -1.571 0.339 2.910 -1.3 -1.5 -3.4
C -1.106 0.320 0.596 -7.8 2.8 0.4
H 2.778 -0.481 -0.771 -2.3 -0.2 0.8
C 0.730 -0.372 -0.272 2.1 2.0 -7.1
```
Forces are in eV/Å.

Energy above the lowest of the compared OMol25 structures with the same formula, charge and spin: 221.51 kcal per mole